Molecular formula: C6H9NS
Method: DFT, the ωB97M-V functional and the def2-TZVPD basis

Properties
energy above the lowest of the compared OMol25 structures with the same formula, charge and spin	111.9	kcal/mol
HOMO energy	-0.2800	Ha
E_LUMO	0.77	eV
net charge	0
M	127.21	g mol⁻¹
DFT total energy	-686.7845	Ha

Each line ends with the Löwdin charge.
Cartesian coordinates (Å):
C 0.2063 2.0023 -0.3264  -0.10
C -0.9400 1.4725 0.0615  -0.18
C 1.7042 -0.3462 -0.5855  -0.23
C -1.3765 0.0434 0.0844  -0.25
C -0.9176 -2.5983 1.1900  -0.43
C 1.4282 1.1639 -0.6944  -0.15
N 1.0354 -1.2458 -0.0650  -0.21
S -0.1708 -1.1675 1.1701  0.95
H 0.1734 3.0130 -0.6073  0.09
H -1.6425 2.1991 0.4009  0.09
H 2.6968 -0.5392 -0.8884  0.09
H -1.5593 -0.5125 -0.8635  0.09
H -2.3961 -0.1752 0.4889  0.08
H -1.3631 -3.0440 0.4230  -0.06
H -0.7607 -3.2247 2.1080  0.01
H 1.6194 1.3731 -1.7360  0.10
H 2.2627 1.5862 -0.1604  0.10



Molecular formula: C6H9NS2
Method: DFT, the ωB97M-V functional and the def2-TZVPD basis

Properties
energy above the lowest of the compared OMol25 structures with the same formula, charge and spin	97.9	kcal/mol
HOMO energy (spin up / spin down)	-0.2628 / -0.2754	Ha
E_LUMO (spin up / spin down)	-0.53 / -0.66	eV
net charge	0
M	159.28	g mol⁻¹
DFT total energy	-1085.0041	Ha

Each line ends with the Löwdin charge.
Cartesian coordinates (Å):
C 1.1379 -0.4594 -1.0727  -0.13
C 0.8917 -0.3394 0.3134  -0.19
C 0.3960 -0.1018 -2.1477  -0.22
C 1.9060 -0.6018 1.1438  -0.45
C -0.8790 0.3589 -2.3276  -0.46
C 0.1214 -0.2597 3.2787  -0.35
N -3.3142 1.2448 -2.3432  -0.42
S 1.8727 -0.7341 2.9101  0.82
S -2.3127 0.3922 -1.4970  0.87
H 2.1232 -0.6022 -1.3535  0.08
H -0.1062 0.1978 0.5677  0.12
H 0.8680 -0.0676 -3.0997  0.09
H 2.8442 -0.9906 0.7439  0.07
H -0.9417 0.9410 -3.3310  0.11
H 0.0138 0.3793 2.4190  -0.01
H 0.1372 0.3566 4.2354  0.06
H -0.5305 -1.0520 3.4132  0.01
H -4.2278 1.3380 -1.8529  -0.02



Molecular formula: C6H9NSW
Method: DFT, the ωB97M-V functional and the def2-TZVPD basis

Properties
⟨S²⟩	2.03
energy above the lowest of the compared OMol25 structures with the same formula, charge and spin	0.0	kcal/mol
HOMO energy (spin up / spin down)	-0.6669 / -0.6873	Ha
E_LUMO (spin up / spin down)	-10.83 / -10.60	eV
2S+1	3
net charge	+2
M	311.05	g mol⁻¹
DFT total energy	-753.2139	Ha

Each line ends with the Löwdin charge.
Cartesian coordinates (Å):
W 1.4865 0.5721 -0.4081  1.35
C 0.3994 3.4279 -0.5999  0.00
H 0.8978 2.3397 -0.8752  -0.07
H -0.6583 3.5533 -0.8877  0.06
H 0.9072 4.2688 -1.0516  0.05
H 0.2115 3.8076 0.4819  0.10
H 2.7611 0.2374 1.1429  -0.22
S 3.6528 0.5843 0.2007  0.55
C 0.5624 -1.2137 -0.1017  -0.34
C 0.3896 -2.5585 0.0316  -0.01
C -0.9697 -2.9448 0.3020  0.08
C -2.0043 -1.9350 0.3735  0.03
C -1.7330 -0.6081 0.1807  -0.07
N -0.4495 -0.2521 0.0011  -0.12
H 1.2881 -3.2463 -0.0176  0.16
H -1.2100 -3.9968 0.4505  0.14
H -3.0258 -2.2607 0.5890  0.14
H -2.5059 0.2249 0.1875  0.17



Molecular formula: C6H9OPS
Method: DFT, the ωB97M-V functional and the def2-TZVPD basis

Properties
energy above the lowest of the compared OMol25 structures with the same formula, charge and spin	93.2	kcal/mol
HOMO energy (spin up / spin down)	-0.2545 / -0.2914	Ha
E_LUMO (spin up / spin down)	0.21 / -0.01	eV
net charge	0
M	160.18	g mol⁻¹
DFT total energy	-1048.6301	Ha

Each line ends with the Löwdin charge.
Cartesian coordinates (Å):
C 3.4214 -0.8841 0.0098  0.12
C 2.3326 -0.4438 0.2347  -0.10
C 0.5000 1.1902 -0.0548  -0.30
C 0.1460 -1.4492 -0.4000  0.00
C -0.7212 1.9395 0.4623  -0.52
C 0.8183 -0.2800 0.3457  -0.42
O -3.6121 -1.2191 -0.5032  -0.48
P -2.5410 -0.5460 0.5681  0.52
S -2.2432 1.2187 -0.3327  0.50
H 4.4005 -1.0489 -0.2022  -0.01
H 0.4281 1.1190 -1.1761  0.11
H 1.4982 1.8064 0.0645  0.14
H -0.1794 -1.3742 -1.4308  0.05
H 0.1380 -2.3850 0.0512  0.02
H -0.7253 1.9852 1.6604  0.13
H -0.7587 3.0076 0.0656  0.08
H 0.6198 -0.4614 1.3534  0.09
H -3.5220 -2.1748 -0.7161  0.06



Molecular formula: C6H9PS
Method: DFT, the ωB97M-V functional and the def2-TZVPD basis

Properties
energy above the lowest of the compared OMol25 structures with the same formula, charge and spin	43.6	kcal/mol
HOMO energy	-0.2806	Ha
E_LUMO	-0.25	eV
net charge	0
M	144.18	g mol⁻¹
DFT total energy	-973.4393	Ha

Each line ends with the Löwdin charge.
Cartesian coordinates (Å):
C 2.2088 1.5075 -0.4376  -0.23
C 0.9939 0.9240 -0.8081  -0.23
C 2.8925 0.7652 0.4549  -0.46
C 0.8049 -0.3337 -0.2947  -0.85
C -1.8711 -0.3490 -1.3861  -0.36
C -1.6770 -1.1622 1.9773  -0.03
P -0.5841 -1.4760 -0.4749  0.91
S 2.1255 -0.7266 0.7811  0.93
H 2.5635 2.4696 -0.9236  0.13
H 0.2731 1.2099 -1.5597  0.09
H 3.8122 1.2249 0.9506  0.10
H -2.8584 -0.9266 -1.2251  0.05
H -1.6384 -0.2411 -2.5235  0.06
H -1.7216 0.5884 -0.9419  -0.03
H -2.7622 -1.1604 1.7877  -0.01
H -1.4123 -0.2454 2.3284  -0.06
H -1.1493 -2.0687 2.2952  -0.02



Molecular formula: C70H129As5F30N9O3
Method: DFT, the ωB97M-V functional and the def2-TZVPD basis

Properties
HOMO energy	-0.3098	Ha
E_LUMO	-7.95	eV
net charge	+3
M	2089.41	g mol⁻¹
DFT total energy	-17637.0746	Ha

Each line ends with the Löwdin charge.
Cartesian coordinates (Å):
C -0.6168 11.0622 4.5404  0.02
N -0.3283 10.1134 5.5390  -0.11
C -1.2661 9.8293 6.4481  0.05
C -1.0251 8.8588 7.4708  0.08
C 0.1751 8.1730 7.4638  -0.19
C 1.1468 8.4867 6.5196  0.08
C 0.8245 9.3971 5.5094  0.07
C 0.4573 7.1168 8.3958  -0.16
C 0.7672 7.3725 9.7552  0.08
C 1.2014 6.3561 10.6160  0.01
N 1.2191 5.1013 10.2072  -0.09
C 0.8234 4.8061 8.9781  0.04
C 0.4459 5.7722 7.9651  0.11
C 1.5373 3.9961 11.1713  0.07
H -0.9513 12.0058 4.9716  0.13
H -1.4425 10.6659 3.9495  0.13
H 0.1903 11.1178 3.8099  0.12
H -2.2117 10.3266 6.2901  0.16
H -1.7793 8.6438 8.2133  0.14
H 2.1389 8.0636 6.5749  0.15
H 1.5386 9.7043 4.7597  0.16
H 0.7022 8.3374 10.2360  0.14
H 1.5399 6.5139 11.6294  0.16
H 0.7536 3.7568 8.7322  0.15
H 0.0934 5.4877 6.9847  0.14
H 2.4015 4.2122 11.7995  0.12
H 1.7950 3.1366 10.5524  0.11
H 0.6462 3.7738 11.7584  0.12
C -18.4617 -2.2249 14.1759  0.03
N -17.7393 -1.8297 12.9500  -0.12
C -17.2338 -2.7810 12.1078  0.04
C -16.2833 -2.3640 11.1073  0.05
C -15.9097 -1.0188 11.0295  -0.18
C -16.5801 -0.0790 11.8063  0.02
C -17.4846 -0.4970 12.8004  0.02
C -14.8956 -0.5931 10.0360  -0.13
C -14.7089 -1.1400 8.7323  0.05
C -13.6676 -0.7052 7.8625  0.03
N -12.9023 0.3400 8.2956  -0.13
C -13.0044 0.9030 9.5013  -0.01
C -14.0489 0.5344 10.4033  0.06
C -11.8349 0.8197 7.4005  0.02
H -18.8461 -1.2886 14.5805  0.10
H -17.7720 -2.7230 14.8573  0.11
H -19.1742 -2.9707 13.8234  0.11
H -17.6110 -3.7887 12.2007  0.14
H -15.8439 -3.0966 10.4465  0.12
H -16.3004 0.9641 11.7969  0.12
H -17.9178 0.1936 13.5088  0.14
H -15.3994 -1.8892 8.3740  0.12
H -13.4663 -1.0392 6.8554  0.14
H -12.3075 1.6975 9.7236  0.13
H -14.2358 0.9907 11.3642  0.11
H -12.2387 0.8243 6.3881  0.11
H -10.9810 0.1596 7.5531  0.11
H -11.4824 1.8040 7.7087  0.10
C 8.8193 1.2342 -9.5039  -0.12
C 8.3854 -0.0507 -10.2070  -0.23
C 9.2136 -1.3988 -9.8507  -0.16
C 8.6404 -2.5581 -10.7068  -0.10
N 9.4772 -3.8959 -10.6381  -0.20
C 8.9452 -5.0300 -11.5464  -0.08
C 10.1554 -5.7760 -11.9883  -0.17
C 11.3152 -4.8159 -11.9584  -0.17
C 10.9246 -3.6341 -11.1831  -0.10
C 9.4738 -4.3365 -9.1564  0.03
H 8.2817 2.1646 -9.6866  0.08
H 9.8306 1.4947 -9.8164  0.07
H 8.9407 1.0799 -8.4318  0.07
H 8.2528 0.0348 -11.2855  0.11
H 7.4179 -0.2145 -9.7325  0.10
H 9.2622 -1.5189 -8.7684  0.11
H 10.2214 -1.1583 -10.1893  0.10
H 8.5913 -2.2873 -11.7615  0.13
H 7.6125 -2.8240 -10.4602  0.14
H 8.1153 -5.5693 -11.0898  0.15
H 8.5412 -4.5824 -12.4544  0.14
H 10.3276 -6.6014 -11.2975  0.12
H 10.1653 -6.3073 -12.9400  0.13
H 12.2435 -5.1745 -11.5138  0.13
H 11.4842 -4.5816 -13.0094  0.13
H 11.5678 -3.4213 -10.3293  0.13
H 10.8920 -2.7580 -11.8308  0.13
H 8.4703 -4.4320 -8.7417  0.11
H 10.0353 -3.6173 -8.5602  0.09
H 10.0375 -5.2672 -9.0911  0.11
C -15.3162 10.2274 -5.9558  -0.10
C -14.0544 10.3924 -5.1433  -0.28
C -13.2527 9.1152 -5.1074  -0.21
C -11.8015 9.2662 -4.7744  -0.10
N -10.8680 8.1456 -5.2949  -0.23
C -11.0826 6.7953 -4.5328  -0.07
C -10.1043 6.7724 -3.3974  -0.19
C -8.9990 7.7140 -3.6552  -0.14
C -9.3866 8.3434 -5.0131  -0.09
C -11.0105 8.0069 -6.8548  0.06
H -15.2028 10.1289 -7.0354  0.08
H -15.9805 11.0904 -5.9104  0.08
H -15.8082 9.3922 -5.4572  0.08
H -14.3268 10.6293 -4.1148  0.12
H -13.4698 11.2622 -5.4432  0.11
H -13.4274 8.7259 -6.1104  0.11
H -13.8360 8.4365 -4.4852  0.13
H -11.5334 9.4304 -3.7307  0.14
H -11.4176 10.1816 -5.2248  0.13
H -10.9806 6.1366 -5.3952  0.13
H -12.1030 6.6464 -4.1796  0.13
H -9.7428 5.7806 -3.1256  0.13
H -10.6764 6.8858 -2.4765  0.12
H -8.0852 7.1243 -3.7291  0.13
H -8.9144 8.4436 -2.8499  0.12
H -8.8789 7.7701 -5.7889  0.13
H -9.0992 9.3944 -5.0455  0.14
H -11.9614 7.4747 -6.8303  0.09
H -10.1791 7.4402 -7.2741  0.11
H -11.2242 8.9824 -7.2916  0.11
C -1.5304 1.0600 -0.7198  -0.09
C -0.1595 1.4460 -1.3458  -0.25
C 0.7105 0.2305 -1.6124  -0.19
C 0.1906 -0.4745 -2.9298  -0.05
N 1.2786 -1.4261 -3.5071  -0.27
C 0.7372 -2.4091 -4.5464  -0.10
C 1.7631 -3.5186 -4.6587  -0.17
C 2.3941 -3.6979 -3.2846  -0.10
C 1.8072 -2.4261 -2.4458  -0.05
C 2.4718 -0.6584 -4.1278  0.05
H -1.3182 0.5369 0.2127  0.08
H -2.1946 0.4106 -1.2901  0.07
H -2.2531 1.8600 -0.5592  0.07
H 0.4090 2.0103 -0.6066  0.10
H -0.1193 2.1500 -2.1770  0.11
H 0.7431 -0.4635 -0.7726  0.12
H 1.7043 0.6697 -1.6986  0.10
H 0.0550 0.1963 -3.7782  0.14
H -0.6907 -1.0784 -2.7137  0.13
H 0.5427 -1.9064 -5.4938  0.15
H -0.1310 -2.8165 -4.0283  0.14
H 2.5082 -3.2680 -5.4138  0.11
H 1.2089 -4.3663 -5.0617  0.13
H 3.4769 -3.8215 -3.2668  0.11
H 1.9372 -4.5630 -2.8040  0.11
H 2.6139 -1.9156 -1.9196  0.12
H 0.9581 -2.6558 -1.8022  0.13
H 2.0233 -0.2518 -5.0342  0.11
H 3.3453 -1.3008 -4.2396  0.11
H 2.7999 0.1851 -3.5204  0.09
C 15.8388 6.6725 3.0949  -0.10
C 15.6669 5.2668 2.5559  -0.26
C 14.1951 4.8756 2.5110  -0.21
C 14.0071 3.4139 2.1418  -0.12
N 12.6239 3.0260 1.5453  -0.23
C 12.4675 1.4565 1.4923  -0.09
C 11.3525 1.1651 0.5111  -0.13
C 11.5167 2.3643 -0.5078  -0.12
C 12.6104 3.3198 0.0423  -0.09
C 11.5246 3.6343 2.4042  0.04
H 15.3405 7.4843 2.5650  0.08
H 16.9173 6.8294 3.1128  0.08
H 15.4797 6.7505 4.1211  0.08
H 16.3246 4.5285 3.0147  0.12
H 16.0370 5.1903 1.5336  0.11
H 13.6439 5.5215 1.8275  0.12
H 13.6555 4.9912 3.4510  0.12
H 14.2787 2.8142 3.0105  0.14
H 14.7127 3.1121 1.3677  0.12
H 12.2122 1.0596 2.4748  0.13
H 13.4047 0.9812 1.2028  0.14
H 10.3688 1.2810 0.9661  0.11
H 11.4440 0.2471 -0.0694  0.12
H 10.6097 2.9673 -0.5489  0.11
H 11.8530 2.0282 -1.4887  0.12
H 12.4337 4.3784 -0.1481  0.14
H 13.6020 3.0914 -0.3482  0.13
H 11.5502 4.7235 2.3689  0.11
H 11.5228 3.2742 3.4330  0.12
H 10.6366 3.2859 1.8767  0.10
C -1.7266 -13.3985 0.2820  -0.06
C -0.4579 -12.9777 1.1667  -0.23
C -0.6962 -12.4302 2.5695  -0.23
C 0.5584 -11.7683 3.1844  -0.09
N 0.4544 -11.5294 4.7322  -0.23
C 0.6003 -12.7721 5.6024  -0.09
C 1.2842 -12.3007 6.9592  -0.10
C 2.2901 -11.1883 6.4142  -0.11
C 1.6185 -10.5835 5.1253  -0.07
C -0.8626 -10.8511 5.1198  0.02
H -2.3073 -14.2627 0.6047  0.07
H -1.3662 -13.7140 -0.6971  0.07
H -2.4236 -12.5605 0.2733  0.07
H 0.2056 -12.2835 0.6510  0.11
H 0.2025 -13.8246 1.3533  0.10
H -1.1423 -13.2316 3.1584  0.12
H -1.5014 -11.6956 2.5601  0.11
H 0.8437 -10.9025 2.5868  0.14
H 1.3269 -12.5148 2.9837  0.13
H -0.3894 -13.2205 5.6888  0.13
H 1.2224 -13.4857 5.0621  0.13
H 0.5303 -11.9210 7.6488  0.10
H 1.8142 -13.1302 7.4274  0.11
H 2.4011 -10.4385 7.1975  0.11
H 3.2117 -11.6876 6.1154  0.11
H 1.1781 -9.6002 5.2902  0.13
H 2.3928 -10.6073 4.3584  0.13
H -0.9034 -10.6715 6.1942  0.11
H -1.7311 -11.4206 4.7891  0.10
H -1.0047 -9.9273 4.5590  0.12
As 5.8660 8.2303 -1.0072  0.89
F 5.5324 7.3695 0.5575  -0.33
F 7.6369 7.9275 -0.8999  -0.31
F 6.0733 9.1954 -2.4697  -0.28
F 4.0881 8.6009 -1.0585  -0.33
F 6.1150 9.7784 -0.0478  -0.34
F 5.6560 6.7608 -1.9883  -0.30
As -5.8091 -4.9535 1.1678  0.93
F -7.3229 -4.0201 1.6273  -0.34
F -4.9998 -3.9133 2.3835  -0.33
F -4.2058 -5.7645 0.8894  -0.32
F -6.6866 -6.0197 0.0403  -0.29
F -5.6333 -3.6927 -0.1227  -0.32
F -6.0234 -6.2061 2.4892  -0.34
As -5.0221 1.0478 -9.1411  0.88
F -5.1358 2.0390 -10.6478  -0.31
F -4.9876 2.5395 -8.1275  -0.33
F -4.8485 0.0023 -7.6854  -0.32
F -5.1080 -0.4506 -10.1115  -0.29
F -3.2558 1.1134 -9.3010  -0.30
F -6.8240 1.1723 -8.9480  -0.33
As 4.9876 -2.7955 5.4921  0.89
F 6.6546 -2.3140 5.0954  -0.30
F 5.1409 -1.8818 7.0489  -0.32
F 3.2851 -3.2449 5.9351  -0.32
F 4.7658 -3.5942 3.9131  -0.30
F 5.5954 -4.2745 6.2570  -0.29
F 4.3465 -1.2926 4.6460  -0.35
As 6.1389 -11.9726 -6.2463  0.89
F 5.3910 -10.8227 -7.3983  -0.32
F 7.0451 -10.6801 -5.3708  -0.32
F 6.8415 -13.1356 -5.0959  -0.30
F 5.3060 -13.3439 -7.0650  -0.31
F 7.4908 -12.1643 -7.4277  -0.32
F 4.6632 -11.6660 -5.2433  -0.32
O 2.0931 -1.0946 -11.9077  0.12
C 2.3142 -1.4295 -13.1702  -0.84
O 2.1180 -0.6016 -14.0653  0.09
O 2.7683 -2.5543 -13.4867  0.08
H 1.8507 -0.1886 -12.1127  0.11